Formula: C16H24ClO12
Source: OMol25
Level of theory: ωB97M-V with the def2-TZVPD basis set

Geometry (Å):
Cl1 1.22 -1.08 0.69
O1 0.31 -0.64 -5.92
O2 -3.37 -3.50 2.99
O3 -4.20 0.71 0.40
O4 2.23 -1.46 1.64
O5 -3.54 2.81 0.01
O6 2.99 0.96 5.36
O7 1.72 -1.28 -0.65
O8 2.32 -1.47 -5.37
O9 -5.31 -3.14 1.95
O10 3.86 2.78 6.33
O11 0.90 0.33 0.90
O12 0.00 -1.82 0.89
C1 4.16 1.00 3.29
C2 1.85 0.70 -4.57
C3 2.87 0.01 -3.65
C4 3.68 2.11 5.34
C5 1.36 -0.51 -5.36
C6 -1.58 2.44 -1.25
C7 3.11 0.25 4.12
C8 -2.00 1.14 -0.56
C9 -3.37 1.46 -0.01
C10 -2.33 3.46 -0.41
C11 -4.59 -2.84 -0.31
C12 -3.39 -2.85 0.63
C13 4.14 2.40 3.93
C14 -5.79 -2.81 0.65
C15 -3.96 -3.21 1.99
C16 3.45 -1.01 -4.61
H1 -4.62 -3.68 -1.00
H2 2.18 0.24 3.55
H3 5.09 2.90 3.85
H4 -1.93 0.22 -1.12
H5 -1.71 3.65 0.48
H6 -6.61 -3.46 0.35
H7 4.20 -0.55 -5.26
H8 5.16 0.55 3.36
H9 1.01 1.13 -4.04
H10 -2.64 -3.60 0.36
H11 2.31 1.38 -5.28
H12 3.39 -0.78 4.31
H13 3.93 -1.84 -4.09
H14 3.63 0.69 -3.24
H15 -0.49 2.50 -1.21
H16 -6.19 -1.79 0.71
H17 -1.38 1.00 0.34
H18 -2.50 4.41 -0.89
H19 2.38 -0.44 -2.79
H20 -4.57 -1.93 -0.91
H21 3.33 2.97 3.47
H22 -2.79 -1.95 0.67
H23 3.89 1.01 2.24
H24 -1.83 2.45 -2.31

DFT total energy (eV): -54069.9639
LUMO level (eV): 2.51
Net charge: -1
Molecular weight (g mol⁻¹): 443.81